(1)
Computed, not measured: C42H56FIrN3O4Si2 as an isolated structure, with ωB97M-V with the def2-TZVPD basis set.

```
109
Properties=species:S:1:pos:R:3:forces:R:3:lowdin_spin:R:1
Ir -0.1101 -0.0996 -1.1421 -0.495 -0.544 -0.746 2.130
C -4.3853 -0.3046 -0.1294 0.163 0.113 0.184 0.073
C -4.9211 -0.7887 -1.3140 -0.050 -0.013 0.085 0.043
C -4.1358 -0.8657 -2.4429 0.283 -0.119 -0.143 0.053
C -2.7959 -0.4416 -2.4093 0.017 0.050 0.207 0.070
C -2.2001 -0.1349 -1.1495 0.583 -0.079 -0.289 0.115
C -3.0222 -0.0266 -0.0465 -0.215 -0.108 0.280 0.045
C -2.0257 -0.1213 -3.5715 0.091 0.036 -0.111 0.180
C -2.3967 -0.3695 -4.8982 0.156 0.048 -0.221 0.005
C -1.6774 0.1765 -5.9314 -0.388 -0.304 -0.040 0.160
C -0.6301 1.0974 -5.6447 0.227 0.135 0.223 0.032
C 0.0274 1.8352 -6.6279 0.108 0.176 0.029 0.037
C 1.0049 2.7615 -6.2974 -0.080 -0.114 -0.259 0.050
C 1.3377 2.9532 -4.9631 0.032 0.057 0.127 0.034
C 0.7098 2.2358 -3.9659 -0.038 -0.042 -0.131 0.049
C -0.2776 1.2872 -4.2748 0.324 0.448 -0.516 0.033
N -0.8986 0.6112 -3.2928 0.061 -0.339 1.079 0.284
H -5.0071 -0.1738 0.7448 -0.023 -0.030 0.080 0.004
H -5.9646 -1.0776 -1.3610 0.000 0.018 -0.020 0.001
H -4.5697 -1.2063 -3.3726 -0.024 0.062 -0.108 0.002
H -2.6131 0.2601 0.9049 0.019 0.001 0.169 0.000
H -3.2392 -1.0135 -5.1129 -0.045 -0.011 0.069 -0.004
H -1.9229 -0.0398 -6.9653 -0.052 0.015 0.043 0.011
H -0.2688 1.6990 -7.6617 0.013 -0.031 -0.037 0.000
H 1.4869 3.3414 -7.0735 0.039 0.003 -0.007 0.003
H 2.0827 3.6889 -4.6941 0.086 0.049 0.024 0.001
H 0.9356 2.4091 -2.9258 0.087 0.034 0.172 0.002
C 0.9097 -2.2010 -4.4450 -0.135 0.052 0.079 0.002
C 1.8730 -1.1802 -3.9317 0.169 -0.285 -0.501 0.013
C 3.0316 -0.9102 -4.6430 0.084 0.062 0.065 0.008
C 3.9118 0.0475 -4.1516 -0.024 -0.170 -0.101 0.001
C 3.6340 0.6863 -2.9724 -0.172 -0.012 0.193 0.006
C 2.4575 0.3373 -2.2635 0.680 -0.197 -0.736 0.018
N 1.6079 -0.5697 -2.7889 0.063 0.369 0.499 0.122
N 2.0822 0.8159 -1.0784 -1.669 -0.293 0.820 0.093
Si 3.2074 1.3407 0.1138 0.814 0.576 0.746 0.009
C 3.7673 3.1522 -0.2115 -0.080 -0.716 -0.003 0.001
C 2.5538 1.3845 1.8803 0.131 -0.118 -0.714 0.000
C 4.7482 0.1810 0.1230 -0.557 0.441 -0.175 0.003
H 0.3385 -1.7793 -5.2700 -0.130 0.026 -0.100 0.001
H 1.4510 -3.0733 -4.8089 -0.018 -0.049 -0.027 0.000
H 0.2188 -2.5008 -3.6637 -0.043 -0.042 -0.014 0.001
H 3.2447 -1.4438 -5.5551 -0.044 -0.069 -0.117 0.001
H 4.8216 0.2664 -4.6989 -0.021 0.103 0.010 0.000
H 4.2866 1.4493 -2.5807 0.068 0.077 0.056 0.001
H 2.9085 3.8181 -0.1981 -0.228 0.059 -0.013 0.000
H 4.2757 3.2879 -1.1610 0.082 0.024 -0.227 0.000
H 4.4425 3.4807 0.5744 0.150 0.013 0.173 0.000
H 1.5316 1.7282 1.8899 -0.256 0.132 0.001 0.000
H 3.1439 2.0491 2.5036 0.276 0.184 0.036 0.000
H 2.5387 0.4058 2.3393 -0.050 -0.271 0.077 0.000
H 5.1242 -0.0150 -0.8766 0.070 -0.021 -0.154 0.000
H 4.5030 -0.7793 0.5700 -0.164 -0.140 0.096 0.000
H 5.5627 0.6053 0.7040 0.096 0.178 0.152 0.001
F 1.0273 -6.1754 -1.3278 -0.017 0.223 0.061 0.000
C 0.6962 -4.8590 -1.1976 -0.059 -0.099 -0.064 -0.001
C 1.6242 -3.9758 -0.6813 -0.085 -0.207 -0.026 0.004
C 1.2828 -2.6371 -0.5837 -0.161 0.056 0.066 0.017
C 0.0340 -2.1780 -1.0028 0.142 0.268 0.127 0.080
C -0.8867 -3.1033 -1.4888 -0.056 0.333 0.117 0.019
C -0.5594 -4.4479 -1.5921 0.201 -0.130 0.099 0.004
H 2.5971 -4.3299 -0.3749 0.066 -0.042 0.039 0.000
H 2.0091 -1.9457 -0.1821 0.070 0.133 0.003 0.002
H -1.8732 -2.7942 -1.8028 -0.030 0.112 -0.046 0.002
H -1.2660 -5.1611 -1.9891 -0.047 -0.087 -0.002 0.001
C -0.4894 3.7788 2.8847 -0.333 -0.283 -0.103 0.000
C -1.5042 2.8579 2.1888 -0.118 1.002 -0.193 0.001
C -1.1418 2.7810 0.6990 -0.075 -0.072 0.225 0.003
C -2.9138 3.4607 2.3310 0.381 -0.210 -0.013 0.000
O -1.5406 1.6109 2.8297 0.153 -0.187 0.101 0.002
Si -0.7043 0.1964 2.6291 -0.270 0.020 0.479 0.014
O -0.0590 -0.0513 1.2268 0.134 -0.053 -1.179 0.146
O 0.4888 0.0757 3.7714 -0.080 -0.036 -0.265 0.004
C 0.5515 0.2713 5.1563 0.256 0.062 0.894 0.001
C -0.6138 -0.3781 5.9145 0.193 0.055 -0.259 0.000
C 1.8615 -0.3813 5.6286 -0.346 0.163 -0.219 0.000
C 0.5657 1.7698 5.4829 -0.015 -0.408 -0.144 0.000
O -1.9370 -0.8150 3.0736 -0.030 0.306 0.099 0.001
C -1.9466 -2.2167 3.0343 -0.285 -0.988 0.011 0.000
C -2.6181 -2.6752 1.7359 0.182 0.192 0.336 0.001
C -0.5365 -2.8037 3.0999 -0.235 0.149 0.075 0.000
C -2.7928 -2.7149 4.2181 0.213 0.159 -0.302 0.000
H -0.4757 4.7500 2.3954 0.047 0.129 -0.033 0.000
H 0.4962 3.3308 2.8278 0.247 0.034 0.014 0.000
H -0.7515 3.9143 3.9312 -0.016 0.021 0.089 0.000
H -0.9214 3.7779 0.3186 -0.070 0.061 -0.038 0.000
H -1.9629 2.3553 0.1285 -0.043 -0.004 -0.123 0.002
H -0.2684 2.1490 0.5617 0.147 0.040 -0.042 0.001
H -3.0099 4.3616 1.7279 -0.016 0.110 -0.033 0.000
H -3.1137 3.7034 3.3723 -0.043 0.019 0.131 0.000
H -3.6484 2.7300 2.0029 -0.098 -0.067 -0.109 0.000
H -0.5259 -1.4622 5.8813 -0.066 -0.074 0.004 0.000
H -1.5530 -0.0900 5.4538 -0.204 0.026 0.039 0.000
H -0.6041 -0.0650 6.9587 0.014 0.028 0.048 0.000
H 1.8413 -1.4431 5.3886 0.021 -0.095 -0.009 0.000
H 1.9814 -0.2614 6.7039 0.055 0.008 0.102 0.000
H 2.7050 0.0681 5.1122 0.150 0.092 -0.038 0.000
H -0.4034 2.1889 5.2341 -0.112 0.143 0.002 0.000
H 1.3271 2.2662 4.8904 0.145 0.124 -0.093 0.000
H 0.7709 1.9286 6.5405 0.000 0.029 0.098 0.000
H -2.0388 -2.3177 0.8910 0.033 -0.026 -0.160 0.000
H -3.6161 -2.2511 1.6774 -0.156 0.005 -0.050 0.001
H -2.6857 -3.7606 1.7038 0.026 -0.147 -0.059 0.000
H 0.0227 -2.4737 2.2299 0.183 -0.062 -0.192 0.000
H -0.5815 -3.8907 3.1231 0.030 -0.115 -0.036 0.000
H -0.0207 -2.4392 3.9826 0.101 -0.079 0.136 0.000
H -3.7445 -2.1884 4.2231 -0.125 0.044 -0.006 0.000
H -2.2939 -2.5342 5.1652 0.052 0.021 0.124 0.000
H -2.9798 -3.7818 4.1115 -0.021 -0.121 0.056 0.000
```
Forces are in eV/Å.

Computed properties:
* total energy: -2882.6397 Eh
* HOMO level (alpha / beta): -2.462 / -5.213 eV
* 2S+1: 5
* orbital gap (alpha / beta): 4.70 / 5.57 eV
* F_max: 1.9 eV Å⁻¹
* net charge: -1

---

(2)
Computed, not measured: C7H14N4OSSe3TeV as an isolated structure, with ωB97M-V with the def2-TZVPD basis set.

```
32
Properties=species:S:1:pos:R:3:forces:R:3:nbo_charge:R:1
V -0.9160 -0.6194 2.0274 0.261 -0.540 -0.681 0.362
Se -0.6933 -2.7382 2.2385 -0.078 0.180 -0.116 0.154
Se 0.0684 -0.7281 5.9890 0.050 0.024 -0.045 -0.037
Te -0.6101 1.0136 4.6138 -0.139 0.245 0.297 0.836
Se -2.6680 0.2246 3.4350 0.120 0.174 0.176 -0.188
C 3.8387 1.8948 2.7998 -0.034 -0.173 0.019 -0.421
N 3.5355 0.5231 3.2303 -0.122 -0.006 0.000 -0.523
C 2.4438 -0.1704 2.9677 0.191 0.106 0.030 0.375
N 2.3094 -1.4013 3.4511 -0.120 0.174 -0.087 -0.756
S 1.2044 0.5597 1.9785 -0.248 -0.166 0.155 -0.092
H 4.9146 1.9693 2.6723 0.001 0.048 0.030 0.248
H 3.5022 2.6095 3.5479 0.017 0.041 -0.016 0.227
H 3.3586 2.0944 1.8475 0.016 0.034 -0.011 0.234
H 4.2376 0.0694 3.7994 0.042 0.020 -0.028 0.421
H 3.0697 -1.8562 3.9362 -0.016 -0.069 -0.017 0.428
H 1.5417 -1.9638 3.1060 0.039 -0.083 0.075 0.438
N -1.2135 -0.1851 0.1041 0.030 0.041 0.233 -0.612
C -1.4683 0.0048 -1.0188 -0.138 -0.097 0.050 0.712
N -1.7486 0.2127 -2.2470 0.222 0.069 -0.207 -0.423
C -0.6886 0.6540 -3.2072 -0.195 -0.015 0.278 -0.226
C -0.7601 -0.2484 -4.4233 0.006 -0.024 -0.132 -0.089
O -2.0653 -0.2474 -4.9581 -0.011 0.005 0.041 -0.492
C -2.9993 -0.8117 -4.0609 -0.017 -0.058 -0.188 -0.089
C -3.1169 0.0441 -2.8172 0.154 0.110 0.298 -0.228
H 0.2727 0.5969 -2.6997 0.032 -0.018 -0.066 0.224
H -0.9036 1.6914 -3.4644 0.008 -0.013 -0.076 0.230
H -0.4554 -1.2695 -4.1626 0.004 0.007 0.036 0.181
H -0.0925 0.1233 -5.1987 -0.007 0.018 0.009 0.232
H -2.7046 -1.8358 -3.8012 0.004 0.009 0.052 0.182
H -3.9572 -0.8513 -4.5762 -0.003 0.031 0.018 0.234
H -3.7536 -0.4029 -2.0561 -0.025 -0.046 -0.050 0.230
H -3.4826 1.0438 -3.0530 -0.043 -0.030 -0.076 0.231
```
Forces are in eV/Å.

Computed properties:
* total energy: -9383.3504 Eh
* HOMO level (alpha / beta): -14.927 / -15.040 eV
* 2S+1: 2
* orbital gap (alpha / beta): 5.36 / 5.68 eV
* F_max: 0.9 eV Å⁻¹
* net charge: +2

---

(3)
Computed, not measured: a 2-piece molecular cluster, C4H9N7O overall, with ωB97M-V with the def2-TZVPD basis set.

```
21
Properties=species:S:1:pos:R:3:forces:R:3:nbo_charge:R:1
N -1.3921 -0.5283 1.3527 -0.259 -0.384 0.175 -0.682
N -0.9992 -1.0781 0.1370 -1.242 -0.606 0.785 -0.188
C -1.8666 -1.1148 -0.7895 -0.370 0.232 0.160 -0.047
C -3.2691 -0.6522 -0.7670 0.550 1.052 0.580 -0.108
N -3.7453 0.4761 -0.3795 0.139 -0.010 0.104 -0.199
N -2.9174 1.4503 0.0563 0.213 0.222 0.241 -0.643
H -0.7345 -0.8284 2.0692 -0.205 0.059 -0.283 0.375
H -2.3556 -0.7954 1.6191 0.564 0.224 -0.176 0.354
H -1.5214 -1.5792 -1.6940 0.081 -0.242 -0.413 0.195
H -4.0191 -1.2644 -1.1739 -0.698 -1.033 -0.631 0.194
H -2.0634 1.1548 0.5459 -0.303 0.070 -0.135 0.378
H -3.4390 2.1716 0.5409 0.150 -0.227 -0.158 0.364
N 4.6281 0.7537 -0.2312 0.155 -0.028 0.220 -0.804
C 3.3697 0.2140 -0.1914 0.153 0.282 -0.026 0.475
C 2.1196 0.7314 -0.3789 0.192 -0.152 0.041 -0.265
N 1.2625 -0.3271 -0.2700 1.090 0.427 -0.265 -0.158
N 1.8599 -1.3958 -0.0424 -0.378 0.326 -0.065 0.073
O 3.2626 -1.0845 0.0179 0.453 -0.033 0.057 -0.337
H 5.3489 0.2098 0.2354 -0.294 0.249 -0.183 0.402
H 4.6879 1.7533 -0.0751 -0.033 -0.368 -0.039 0.397
H 1.7834 1.7330 -0.5816 0.041 -0.062 0.011 0.223
```
Forces are in eV/Å.

Computed properties:
* total energy: -616.1973 Eh
* HOMO level: -8.521 eV
* orbital gap: 9.21 eV
* F_max: 1.6 eV Å⁻¹
* SMILES string: N/N=C\C=N/N.Nc1cnno1
* net charge: 0